# 1
A cluster of 2 separate species, C3H11NO in total, computed with ωB97M-V/def2-TZVPD.

Last column: Löwdin charge in e.
Positions of all 16 atoms, in Å:
C  -0.46375  -1.40950  -1.09089  -0.12
N  0.21662  -0.64239  -0.02686  -0.21
C  1.63673  -0.96177  0.12255  -0.12
H  -1.45196  -0.97970  -1.19381  0.07
H  -0.46112  -2.49919  -0.98329  0.07
H  0.12818  -1.21233  -1.98791  0.07
H  -0.32611  -0.82591  0.80732  0.10
H  1.82498  -1.88691  0.67928  0.07
H  2.02964  -1.10794  -0.88211  0.08
H  2.10966  -0.14891  0.66629  0.08
C  -1.16487  2.11982  0.87882  -0.19
O  -0.11708  2.05880  -0.03019  -0.16
H  -0.81239  1.81154  1.87531  0.07
H  -1.85881  1.30763  0.61615  0.07
H  -1.62462  3.09832  0.93407  0.08
H  0.33490  1.27845  -0.38472  0.05

Values from the calculation:
**Spin multiplicity**: 1
**Frontier orbital gap**: 0.3698 Ha
**Total charge**: 0
**HOMO**: -0.336 Eh
**Structure (SMILES)**: CNC.CO
**Energy relative to the best compared isomer or geometry (same formula, charge and spin)**: 38.3 kcal/mol


# 2
The molecule C5H9NO2, computed with ωB97M-V/def2-TZVPD.

Last column: Löwdin charge in e.
Positions of all 17 atoms, in Å:
C  1.49264  -1.69099  -1.44341  -0.08
C  1.72475  -0.29597  -0.87931  -0.23
N  0.64390  0.21741  -0.06752  -0.11
C  0.87230  1.15057  0.88288  -0.33
O  -0.01084  1.74318  1.46874  0.03
C  -0.75102  0.13288  -0.51269  -0.11
C  -1.65197  -0.51880  0.51428  -0.24
O  -2.84156  -0.39949  0.43860  0.07
H  0.60298  -1.71429  -2.06939  0.06
H  2.32766  -1.98349  -2.08116  0.08
H  1.31217  -2.44362  -0.67226  0.08
H  2.66497  -0.34093  -0.32121  0.12
H  1.93991  0.37125  -1.71646  0.12
H  1.93997  1.33235  1.10482  0.14
H  -0.84731  -0.38220  -1.46567  0.12
H  -1.10991  1.14402  -0.68481  0.13
H  -1.16492  -1.11643  1.30620  0.13

Values from the calculation:
**Spin multiplicity**: 1
**Frontier orbital gap**: 0.3811 Ha
**Total charge**: 0
**HOMO**: -0.355 Eh
**Structure (SMILES)**: CCN(C=O)CC=O
**Energy relative to the best compared isomer or geometry (same formula, charge and spin)**: 23.0 kcal/mol


# 3
A structure of composition C29H80FIN6NbO6, computed with ωB97M-V/def2-TZVPD.

Last column: Löwdin charge in e.
Positions of all 124 atoms, in Å:
C  6.31132  -6.65313  0.47142  -0.20
C  5.38538  -6.19415  -0.81907  -0.46
C  6.20255  -5.25980  -1.91669  -0.96
I  4.89626  -5.18360  -3.72475  0.49
Nb  6.44893  -3.14885  -0.99376  1.23
C  6.59837  -1.16831  0.12405  -0.52
C  6.16139  -1.48014  1.70385  -0.19
F  7.90551  -0.47860  0.00256  -0.24
H  5.94789  -7.69528  0.89320  0.06
H  7.45696  -6.72989  0.23384  0.07
H  6.12327  -5.84328  1.32444  0.05
H  4.51994  -5.50673  -0.37780  0.05
H  4.82691  -7.10271  -1.34242  0.07
H  7.27008  -5.66227  -2.18189  0.01
H  5.75387  -2.37443  -2.49141  -0.18
H  4.76999  -3.34120  -0.30109  -0.10
H  7.24588  -3.94261  0.42554  -0.13
H  8.09789  -2.95829  -1.77811  -0.16
H  5.77822  -0.43899  -0.28950  0.05
H  4.97205  -1.43581  1.70647  0.05
H  6.41849  -2.61464  1.97258  0.02
H  6.64909  -0.71458  2.45748  0.06
C  -1.15402  -3.77642  -4.41110  -0.08
C  -0.12794  -3.03043  -5.25964  -0.43
C  0.22573  -3.74329  -6.58774  -0.20
O  1.07107  -4.88855  -6.44443  -0.20
C  0.40479  -6.05697  -5.98939  -0.11
N  1.07433  -2.78305  -4.44803  0.05
H  -0.72356  -4.61599  -3.85976  0.07
H  -1.58760  -3.10100  -3.66306  0.06
H  -1.97495  -4.15540  -5.02969  0.08
H  -0.56702  -2.06068  -5.52108  0.13
H  0.79282  -3.03650  -7.20761  0.12
H  -0.67478  -3.99817  -7.15919  0.11
H  -0.60878  -6.13708  -6.39488  0.09
H  0.38710  -6.07519  -4.89824  0.07
H  0.98030  -6.92728  -6.31794  0.09
H  1.71151  -2.18823  -4.97930  0.08
H  1.58015  -3.67022  -4.37193  0.06
C  8.93900  -1.12086  4.99696  -0.07
C  9.48793  -0.02363  4.08916  -0.42
C  10.80169  0.61588  4.60114  -0.20
O  10.63971  1.51134  5.70509  -0.20
C  10.45752  0.87063  6.95908  -0.12
N  8.44347  0.99193  3.88150  0.04
H  8.42013  -0.72919  5.87532  0.06
H  8.21034  -1.73288  4.45088  0.07
H  9.73978  -1.78605  5.33827  0.08
H  9.71028  -0.48558  3.12028  0.14
H  11.21755  1.22549  3.78823  0.12
H  11.55665  -0.14566  4.83032  0.12
H  11.05101  -0.04523  7.04339  0.09
H  9.39859  0.66123  7.12056  0.07
H  10.77357  1.56308  7.74472  0.08
H  8.77307  1.66353  3.18696  0.08
H  8.37976  1.54561  4.74062  0.07
C  -5.98957  -1.59279  -0.08542  -0.08
C  -4.96349  -0.84681  -0.93396  -0.43
C  -4.60982  -1.55966  -2.26206  -0.19
O  -3.76448  -2.70493  -2.11875  -0.21
C  -4.43076  -3.87335  -1.66371  -0.11
N  -3.76122  -0.59942  -0.12235  0.04
H  -5.55911  -2.43236  0.46592  0.06
H  -6.42315  -0.91738  0.66262  0.07
H  -6.81050  -1.97177  -0.70401  0.08
H  -5.40257  0.12295  -1.19540  0.11
H  -4.04273  -0.85288  -2.88193  0.12
H  -5.51033  -1.81454  -2.83351  0.12
H  -5.44432  -3.95345  -2.06920  0.09
H  -4.44845  -3.89156  -0.57256  0.07
H  -3.85525  -4.74366  -1.99226  0.09
H  -3.12404  -0.00460  -0.65362  0.06
H  -3.25540  -1.48659  -0.04625  0.06
C  0.48860  1.31474  0.58502  -0.08
C  0.51028  -0.19540  0.80498  -0.43
C  1.93146  -0.80966  0.80324  -0.20
O  2.53421  -0.91745  -0.48976  -0.21
C  3.05550  0.30158  -0.99812  -0.12
N  -0.35171  -0.83723  -0.20020  0.04
H  0.62197  1.59614  -0.46243  0.06
H  -0.47820  1.72782  0.89872  0.07
H  1.26702  1.80944  1.17624  0.08
H  0.07812  -0.38511  1.79433  0.13
H  1.85281  -1.83921  1.17637  0.12
H  2.59795  -0.28248  1.49629  0.11
H  3.49196  0.92307  -0.20983  0.09
H  2.27549  0.84665  -1.53267  0.07
H  3.83755  0.06133  -1.72425  0.08
H  -0.42464  -1.83182  0.01787  0.08
H  0.15338  -0.82240  -1.09092  0.08
C  -6.02632  5.81314  -1.41416  -0.08
C  -6.18078  4.91220  -2.63636  -0.43
C  -6.86509  3.55659  -2.33448  -0.19
O  -6.03874  2.60912  -1.65166  -0.20
C  -5.89429  2.85133  -0.26001  -0.10
N  -4.86092  4.71913  -3.25770  0.03
H  -5.19236  5.52176  -0.77093  0.07
H  -5.83182  6.84599  -1.72900  0.08
H  -6.94092  5.81798  -0.81110  0.07
H  -6.81896  5.44334  -3.35203  0.13
H  -7.11769  3.08682  -3.29410  0.12
H  -7.81354  3.69503  -1.80183  0.12
H  -6.81423  3.24046  0.18768  0.08
H  -5.06054  3.53353  -0.08475  0.08
H  -5.64466  1.90402  0.22669  0.08
H  -4.98291  4.21143  -4.13488  0.07
H  -4.33904  4.06262  -2.67004  0.07
C  -9.56475  6.95739  4.36919  -0.08
C  -8.53867  7.70338  3.52064  -0.43
C  -8.18500  6.99053  2.19255  -0.20
O  -7.33965  5.84526  2.33585  -0.20
C  -8.00594  4.67684  2.79090  -0.11
N  -7.33640  7.95076  4.33226  0.03
H  -9.13429  6.11783  4.92052  0.06
H  -9.99833  7.63281  5.11722  0.08
H  -10.38568  6.57842  3.75059  0.08
H  -8.97775  8.67313  3.25920  0.13
H  -7.61790  7.69731  1.57268  0.12
H  -9.08551  6.73564  1.62110  0.12
H  -9.01950  4.59673  2.38540  0.09
H  -8.02362  4.65863  3.88205  0.07
H  -7.43043  3.80653  2.46235  0.08
H  -6.69921  8.54559  3.80098  0.07
H  -6.83058  7.06360  4.40836  0.07

Values from the calculation:
**Spin multiplicity**: 1
**Frontier orbital gap**: 0.2276 Ha
**Total charge**: -1
**HOMO**: -0.166 Eh


Number 1: DFT total energy -250.83566 Eh, largest force on an atom 3.514 eV/Å, E_LUMO 0.9 eV. Number 2: DFT total energy -401.14011 Eh, largest force on an atom 1.027 eV/Å, E_LUMO 0.7 eV. Number 3: DFT total energy -2386.97079 Eh, largest force on an atom 2.703 eV/Å, E_LUMO 1.7 eV.